Entry from the OMol25 dataset: a 11-piece molecular cluster, C44H110O11 overall at a distorted geometry (ωB97M-V/def2-TZVPD).

Results
LUMO level, eV: 0.717
Largest force on an atom, eV/Å: 2.5

The geometry in XYZ format:
```
165
Properties=species:S:1:pos:R:3:mulliken_charge:R:1
C -0.03116 2.79613 -2.55368 -1.171
C -1.41756 2.26555 -2.77404 1.181
O -1.93873 2.94109 -3.90079 -0.480
C -3.28136 2.52064 -4.18577 0.007
C -3.72116 3.17262 -5.50756 -1.143
H -0.00899 3.88583 -2.56640 0.484
H 0.36350 2.42090 -1.60946 0.009
H 0.57248 2.42711 -3.38286 0.401
H -1.35611 1.18067 -2.85981 -0.053
H -1.98621 2.48140 -1.86952 -0.418
H -3.45299 1.44491 -4.22381 0.102
H -3.94271 2.76985 -3.35595 0.271
H -4.48207 2.50931 -5.91882 0.226
H -2.92035 3.14693 -6.24657 0.325
H -4.01693 4.19407 -5.26827 0.303
C 4.98851 1.23815 1.51281 -0.238
C 6.34531 0.75189 1.02446 -0.803
O 6.11290 0.17508 -0.23271 -0.066
C 7.34688 -0.29132 -0.77877 -0.454
C 7.13684 -0.75954 -2.19636 -1.047
H 5.24381 1.89882 2.34134 0.450
H 4.46224 1.73803 0.69964 -0.312
H 4.36008 0.44823 1.92414 0.183
H 7.04387 1.58654 1.08332 0.415
H 6.78239 0.00322 1.68518 0.363
H 8.00932 0.57354 -0.81470 0.340
H 7.88966 -1.04552 -0.20897 0.343
H 6.69219 0.01603 -2.81996 0.155
H 6.59496 -1.69600 -2.32867 0.281
H 8.14587 -0.96074 -2.55619 0.426
C -1.24582 -2.74699 -1.04181 -0.949
C -1.01428 -2.36294 -2.48104 0.618
O -1.14750 -3.52022 -3.29606 -0.512
C -0.75618 -3.35208 -4.68378 0.201
C -1.09167 -4.60869 -5.47285 -1.553
H -2.29321 -3.02666 -0.92848 0.413
H -0.64960 -3.62706 -0.80079 0.223
H -1.00162 -1.89988 -0.40082 0.065
H -1.68519 -1.55748 -2.77974 0.332
H -0.01205 -1.94688 -2.58357 -0.302
H -1.35452 -2.55921 -5.13263 0.356
H 0.30391 -3.11888 -4.78336 0.139
H -0.72735 -4.62433 -6.50005 0.387
H -2.16680 -4.72568 -5.60891 0.402
H -0.77769 -5.52312 -4.96954 0.300
C -0.90048 -7.05916 4.67234 -1.325
C -0.63291 -5.85610 3.80825 -0.039
O -0.06001 -4.86985 4.76229 -0.395
C 0.27797 -3.60643 4.16466 -0.287
C -0.97557 -2.76979 3.90377 -0.575
H -1.48796 -7.82922 4.17238 0.392
H 0.05700 -7.46550 4.99827 0.305
H -1.49943 -6.77896 5.53886 0.312
H 0.09942 -6.05137 3.02488 0.270
H -1.57646 -5.50165 3.39329 0.271
H 0.92302 -3.07764 4.86637 0.309
H 0.90378 -3.70161 3.27731 0.248
H -1.70429 -2.72274 4.71299 0.380
H -1.47573 -3.17887 3.02595 0.179
H -0.78418 -1.74193 3.59558 -0.027
C -3.29212 4.16992 3.58840 -0.428
C -4.19580 3.36486 4.50388 -0.764
O -3.39947 2.37650 5.22399 -0.052
C -4.13728 1.41544 5.90507 -0.392
C -3.08217 0.62423 6.66546 -0.895
H -2.60521 4.78950 4.16491 0.187
H -2.79289 3.56349 2.83268 -0.179
H -3.89148 4.80686 2.93788 0.500
H -4.79167 3.97655 5.18129 0.397
H -4.85195 2.81824 3.82654 0.335
H -4.85266 1.98319 6.50003 0.308
H -4.70212 0.77967 5.22327 0.339
H -2.33996 1.22435 7.19184 0.263
H -2.50682 0.13556 5.87915 0.010
H -3.59565 -0.11044 7.28571 0.406
C 2.05614 -4.26247 -2.49480 -0.087
C 2.46594 -5.48408 -3.28486 -0.381
O 2.65120 -6.54129 -2.31901 -0.278
C 3.23441 -7.66006 -2.98558 -0.217
C 3.41800 -8.69492 -1.92238 -1.289
H 1.63922 -3.47077 -3.11727 -0.496
H 1.24170 -4.51939 -1.81747 0.137
H 2.85043 -3.74312 -1.95863 0.461
H 1.66796 -5.70661 -3.99325 0.119
H 3.40234 -5.26164 -3.79652 0.312
H 2.57024 -8.02159 -3.77060 0.302
H 4.22019 -7.53410 -3.43331 0.300
H 4.04208 -8.28010 -1.13082 0.294
H 3.85724 -9.60939 -2.32103 0.399
H 2.46125 -8.94721 -1.46511 0.307
C 1.26674 0.98325 4.53874 -1.097
C 0.18948 2.04676 4.50500 2.022
O 0.67499 3.06083 5.33943 -0.498
C -0.06593 4.24910 5.47037 0.902
C 0.56121 5.24391 6.40776 -1.638
H 1.52687 0.73622 5.56802 0.404
H 0.81337 0.10506 4.07901 -0.026
H 2.16458 1.27902 3.99607 0.319
H -0.04126 2.45501 3.52103 -0.654
H -0.72505 1.58271 4.87432 -0.585
H -0.15979 4.68844 4.47726 -0.164
H -1.08095 4.00277 5.78208 -0.052
H 1.54653 5.58687 6.09212 0.339
H 0.67566 4.90429 7.43716 0.361
H -0.04924 6.13188 6.57198 0.413
C 2.25909 -0.33658 -3.48759 -0.426
C 3.53597 0.32783 -2.97578 -0.064
O 3.37392 1.72995 -3.11010 -0.307
C 4.21171 2.59298 -2.38997 1.104
C 3.86967 3.97172 -2.89092 -1.376
H 1.39649 0.07276 -2.96177 -0.426
H 2.19331 -0.00334 -4.52331 0.348
H 2.32579 -1.42414 -3.45839 0.215
H 3.85779 0.06230 -1.96878 0.299
H 4.35707 -0.03423 -3.59450 0.147
H 3.99459 2.40421 -1.33863 -0.722
H 5.27921 2.42014 -2.52660 0.259
H 4.37649 4.70827 -2.26743 0.418
H 2.80032 4.15044 -2.77836 0.129
H 4.17929 4.14369 -3.92178 0.376
C -4.49964 0.28500 -1.11402 -0.602
C -5.36197 -0.42109 -2.14954 -0.601
O -5.95850 0.55582 -2.96186 -0.290
C -6.88544 0.17694 -3.97496 -0.388
C -6.11385 -0.17472 -5.26370 -0.680
H -5.07096 1.04615 -0.58264 0.381
H -4.25046 -0.44491 -0.34380 0.399
H -3.58383 0.66733 -1.56480 -0.126
H -4.78396 -1.16588 -2.69661 0.272
H -6.20472 -0.91652 -1.66743 0.429
H -7.57161 -0.59937 -3.63643 0.345
H -7.51029 1.04649 -4.17883 0.297
H -6.75792 -0.57878 -6.04472 0.406
H -5.35382 -0.93495 -5.08340 0.222
H -5.67905 0.69414 -5.75779 -0.038
C -2.17579 1.02538 1.47763 -0.997
C -1.01332 0.95993 0.54470 2.146
O -0.18568 -0.04313 1.07056 0.053
C 1.02901 -0.40535 0.40745 1.162
C 1.54309 -1.68874 1.10951 -1.694
H -2.65845 0.05125 1.55646 0.315
H -1.90350 1.39605 2.46585 -0.417
H -2.92331 1.72043 1.09525 0.270
H -1.38632 0.64471 -0.42978 -0.447
H -0.45986 1.88928 0.41024 -1.020
H 0.78836 -0.54721 -0.64615 -0.175
H 1.79939 0.36574 0.41385 -0.349
H 1.90156 -1.53385 2.12716 0.408
H 2.33431 -2.13514 0.50721 0.467
H 0.81475 -2.49793 1.16289 0.136
C -2.14997 4.68687 -0.13668 -0.757
C -0.98689 5.37029 0.57296 -0.278
O 0.10361 4.53507 0.40891 -0.085
C 1.09898 4.55117 1.42798 0.057
C 2.29053 3.86222 0.73983 -0.906
H -2.27265 3.64586 0.16224 -0.222
H -3.11182 5.16679 0.04391 0.543
H -1.90349 4.67591 -1.19839 0.240
H -0.81755 6.41298 0.30423 0.293
H -1.11392 5.35316 1.65540 0.121
H 1.34655 5.59487 1.62164 0.702
H 0.73965 4.05761 2.33096 -0.383
H 2.56915 4.50104 -0.09826 0.207
H 2.02454 2.87718 0.35638 -0.081
H 3.13692 3.82609 1.42570 0.505
```

=====

Entry from the OMol25 dataset: C17H13CaN4OS2 as an isolated structure (ωB97M-V/def2-TZVPD).

Results
Spin multiplicity: 2
LUMO level (spin up / spin down), eV: 0.446 / 0.147
Largest force on an atom, eV/Å: 0.5

The geometry in XYZ format:
```
38
Properties=species:S:1:pos:R:3:lowdin_spin:R:1
Ca 0.13524 -0.39487 -1.73874 0.011
O -0.11688 -2.34504 -2.65744 0.001
N 0.96877 -3.12081 -2.72237 0.000
C 0.74284 -4.45559 -2.67343 0.000
C 1.76951 -5.35053 -2.72536 0.000
C 3.07293 -4.85376 -2.82988 0.000
C 3.27885 -3.50308 -2.87548 0.000
C 2.21573 -2.57540 -2.82071 0.000
S 2.50937 -0.87259 -2.87540 0.001
H -0.30424 -4.70107 -2.59518 0.000
H 1.55381 -6.40745 -2.68437 0.000
H 3.91742 -5.52832 -2.87203 0.000
H 4.27400 -3.08948 -2.94909 0.000
N -0.98030 1.98190 1.82344 0.042
C -0.67787 1.42142 3.06625 0.008
C -1.07310 2.08232 4.22370 0.010
C -0.78870 1.55547 5.47316 0.005
C -0.10293 0.35283 5.57319 0.014
C 0.28967 -0.30597 4.41855 0.003
C 0.00924 0.21830 3.16287 0.016
S 0.54498 -0.64142 1.73560 0.020
N -0.04074 0.29235 0.43225 0.138
C -0.69026 1.44614 0.58206 0.143
C -1.13298 2.18799 -0.56315 0.156
C -1.83884 3.42168 -0.46599 0.051
C -2.22448 4.08936 -1.58768 0.067
C -1.92247 3.55462 -2.86282 0.119
C -1.25334 2.36288 -2.90296 0.019
N -0.85934 1.66624 -1.82184 0.166
H -1.46700 2.85626 1.84529 0.001
H -1.60923 3.02090 4.13813 0.000
H -1.10344 2.08484 6.36215 0.000
H 0.12697 -0.07179 6.54063 0.001
H 0.82702 -1.24463 4.48982 0.000
H -2.08542 3.86439 0.48879 0.002
H -2.75798 5.02615 -1.49315 0.002
H -2.20359 4.05628 -3.77647 0.007
H -1.00321 1.91950 -3.86230 -0.002
```

=====

Entry from the OMol25 dataset: one molecule with the formula C4H8S2 at a distorted geometry (ωB97M-V/def2-TZVPD).

Results
LUMO level, eV: 0.882
Largest force on an atom, eV/Å: 2.1

The geometry in XYZ format:
```
14
Properties=species:S:1:pos:R:3:mulliken_charge:R:1
C -2.71864 0.95072 0.67846 -0.736
C -0.64860 -0.68988 0.24025 -0.386
C 0.48514 -0.23227 -0.33990 -0.255
C 2.87992 0.97414 -0.35761 -0.858
H -1.82846 1.50487 0.97334 0.252
H -3.41657 1.57402 0.17661 0.300
H -3.22328 0.50885 1.52196 0.265
H -0.55125 -1.22370 1.18729 0.356
H 0.37598 0.23390 -1.31207 0.362
H 3.07098 0.73860 -1.41498 0.279
H 3.88482 1.19041 0.02126 0.319
H 2.29925 1.91969 -0.28844 0.294
S -2.16172 -0.30393 -0.54232 -0.113
S 2.12432 -0.47501 0.40530 -0.079
```

=====

Entry from the OMol25 dataset: HNO5S3 as an isolated structure at a distorted geometry (ωB97M-V/def2-TZVPD).

Results
Total charge: -2
LUMO level, eV: 5.995
Largest force on an atom, eV/Å: 4.1

The geometry in XYZ format:
```
10
Properties=species:S:1:pos:R:3:mulliken_charge:R:1
N 1.15168 -0.94154 -1.42697 -0.443
O 2.77799 -1.08157 0.27311 -0.638
O 0.51427 -0.58997 1.09460 -0.557
O -1.38172 0.35965 -0.86526 -0.655
O -0.75173 0.41725 -3.20951 -0.569
O 1.11593 2.96062 -2.93420 -0.640
S 0.46028 2.52284 -1.63484 0.048
S 1.69149 -0.21444 -0.15272 0.374
S -0.35236 0.59854 -1.86408 0.692
H -0.28410 -0.22707 0.72498 0.388
```

=====

Which formula does entry 1 have?
C44H110O11

=====

Please write out number 2 again, unchanged.
Entry from the OMol25 dataset: C17H13CaN4OS2 as an isolated structure (ωB97M-V/def2-TZVPD).

Results
Spin multiplicity: 2
LUMO level (spin up / spin down), eV: 0.446 / 0.147
Largest force on an atom, eV/Å: 0.5

The geometry in XYZ format:
```
38
Properties=species:S:1:pos:R:3:lowdin_spin:R:1
Ca 0.13524 -0.39487 -1.73874 0.011
O -0.11688 -2.34504 -2.65744 0.001
N 0.96877 -3.12081 -2.72237 0.000
C 0.74284 -4.45559 -2.67343 0.000
C 1.76951 -5.35053 -2.72536 0.000
C 3.07293 -4.85376 -2.82988 0.000
C 3.27885 -3.50308 -2.87548 0.000
C 2.21573 -2.57540 -2.82071 0.000
S 2.50937 -0.87259 -2.87540 0.001
H -0.30424 -4.70107 -2.59518 0.000
H 1.55381 -6.40745 -2.68437 0.000
H 3.91742 -5.52832 -2.87203 0.000
H 4.27400 -3.08948 -2.94909 0.000
N -0.98030 1.98190 1.82344 0.042
C -0.67787 1.42142 3.06625 0.008
C -1.07310 2.08232 4.22370 0.010
C -0.78870 1.55547 5.47316 0.005
C -0.10293 0.35283 5.57319 0.014
C 0.28967 -0.30597 4.41855 0.003
C 0.00924 0.21830 3.16287 0.016
S 0.54498 -0.64142 1.73560 0.020
N -0.04074 0.29235 0.43225 0.138
C -0.69026 1.44614 0.58206 0.143
C -1.13298 2.18799 -0.56315 0.156
C -1.83884 3.42168 -0.46599 0.051
C -2.22448 4.08936 -1.58768 0.067
C -1.92247 3.55462 -2.86282 0.119
C -1.25334 2.36288 -2.90296 0.019
N -0.85934 1.66624 -1.82184 0.166
H -1.46700 2.85626 1.84529 0.001
H -1.60923 3.02090 4.13813 0.000
H -1.10344 2.08484 6.36215 0.000
H 0.12697 -0.07179 6.54063 0.001
H 0.82702 -1.24463 4.48982 0.000
H -2.08542 3.86439 0.48879 0.002
H -2.75798 5.02615 -1.49315 0.002
H -2.20359 4.05628 -3.77647 0.007
H -1.00321 1.91950 -3.86230 -0.002
```

=====

What did the third record say?
Entry from the OMol25 dataset: one molecule with the formula C4H8S2 at a distorted geometry (ωB97M-V/def2-TZVPD).

Results
LUMO level, eV: 0.882
Largest force on an atom, eV/Å: 2.1

The geometry in XYZ format:
```
14
Properties=species:S:1:pos:R:3:mulliken_charge:R:1
C -2.71864 0.95072 0.67846 -0.736
C -0.64860 -0.68988 0.24025 -0.386
C 0.48514 -0.23227 -0.33990 -0.255
C 2.87992 0.97414 -0.35761 -0.858
H -1.82846 1.50487 0.97334 0.252
H -3.41657 1.57402 0.17661 0.300
H -3.22328 0.50885 1.52196 0.265
H -0.55125 -1.22370 1.18729 0.356
H 0.37598 0.23390 -1.31207 0.362
H 3.07098 0.73860 -1.41498 0.279
H 3.88482 1.19041 0.02126 0.319
H 2.29925 1.91969 -0.28844 0.294
S -2.16172 -0.30393 -0.54232 -0.113
S 2.12432 -0.47501 0.40530 -0.079
```

=====

Which of these has the highest largest force on an atom?
HNO5S3